A molecular structure, C34H24AsAuF6N3O3. Source: the OMol25 dataset; level of theory: wB97M-V/def2-TZVPD.

XYZ file:
```
72
Properties=species:S:1:pos:R:3
Au 1.083 -1.643 0.384
O 1.746 -3.958 -2.993
C 1.325 -3.402 -2.009
N 2.052 -2.878 -0.962
C 3.420 -3.039 -0.814
O 4.117 -3.854 -1.357
C 4.036 -2.041 0.160
C 5.400 -2.038 0.373
C 5.937 -1.080 1.217
C 5.097 -0.153 1.822
C 3.740 -0.227 1.575
N 3.234 -1.154 0.761
C -0.173 -3.174 -1.860
C -1.028 -3.641 -2.840
C -2.390 -3.429 -2.697
C -2.856 -2.770 -1.570
C -1.943 -2.334 -0.630
N -0.629 -2.524 -0.781
H 6.003 -2.782 -0.129
H 7.003 -1.053 1.405
H 5.486 0.610 2.483
H 3.027 0.443 2.040
H -0.598 -4.159 -3.687
H -3.081 -3.781 -3.454
H -3.913 -2.594 -1.410
H -2.263 -1.830 0.272
C 0.647 0.693 4.012
C 0.006 -0.343 3.093
O 0.431 -0.121 1.778
C 0.411 -1.756 3.583
F -0.180 -2.731 2.869
F 1.740 -1.907 3.435
F 0.117 -1.956 4.867
C -1.533 -0.186 3.182
F -1.870 1.085 2.847
F -2.184 -0.990 2.319
F -2.016 -0.416 4.396
H 1.729 0.575 3.971
H 0.319 0.567 5.043
H 0.385 1.689 3.665
C 1.107 5.079 1.013
C -0.278 5.010 1.021
C -0.918 3.801 0.779
C -0.152 2.670 0.527
C 1.240 2.728 0.533
C 1.868 3.939 0.768
As -0.979 0.997 0.104
C -0.553 0.674 -1.748
C 0.676 0.381 -2.320
C 0.750 0.185 -3.692
C -0.401 0.286 -4.466
C -1.627 0.584 -3.885
C -1.718 0.774 -2.512
C -2.958 1.098 -1.761
C -4.228 1.216 -2.306
C -5.312 1.509 -1.487
C -5.149 1.682 -0.118
C -3.887 1.561 0.448
C -2.810 1.294 -0.383
H 1.600 6.025 1.198
H -0.866 5.897 1.214
H -1.999 3.745 0.780
H 1.823 1.832 0.354
H 2.949 3.999 0.763
H 1.569 0.299 -1.711
H 1.700 -0.052 -4.154
H -0.341 0.132 -5.537
H -2.508 0.672 -4.510
H -4.381 1.086 -3.371
H -6.298 1.598 -1.925
H -6.002 1.902 0.510
H -3.749 1.678 1.514
```

Summary:
HOMO energy (alpha / beta) = -10.85 / -11.67 eV
lowest unoccupied orbital energy (alpha / beta) = -0.105 / -0.192 Eh
relative energy (zero: lowest compared OMol25 entry of this formula, charge and spin) = 0.00 kJ/mol
energy = -127090.3605 eV
HOMO-LUMO gap (alpha / beta) = 7.98 / 6.44 eV
maximum force = 0.57 eV Å⁻¹
spin multiplicity = 3
⟨S²⟩ = 2.01
total charge = +1

Löwdin atomic charge list, values in e, 6 entries: atom 1 (Au): 1.15, atom 2 (O): 0.12, atom 3 (C): -0.43, atom 4 (N): 0.00, atom 5 (C): -0.42, atom 6 (O): 0.14

---

2 unconnected molecules or ions with the total composition C3H12N3. Source: the OMol25 dataset; level of theory: wB97M-V/def2-TZVPD.

XYZ file:
```
18
Properties=species:S:1:pos:R:3
N -1.089 -0.578 1.605
C -0.942 -1.434 0.600
N -1.835 -2.499 0.471
N 0.036 -1.307 -0.256
H -1.917 -0.628 2.163
H -0.503 0.246 1.670
H -1.854 -3.101 1.287
H -2.783 -2.205 0.274
H 0.101 -1.936 -1.045
H 0.592 -0.456 -0.237
C 0.634 2.142 -0.749
C 1.919 1.322 -0.873
H 0.312 2.530 -1.714
H 0.778 3.003 -0.099
H -0.215 1.569 -0.361
H 2.736 1.948 -1.220
H 2.211 0.874 0.082
H 1.817 0.511 -1.599
```

Summary:
HOMO energy = -15.70 eV
lowest unoccupied orbital energy = -0.131 Eh
relative energy (zero: lowest compared OMol25 entry of this formula, charge and spin) = 48.81 kJ/mol
energy = -7770.1246 eV
HOMO-LUMO gap = 12.13 eV
maximum force = 0.91 eV Å⁻¹
total charge = +1

natural (NBO) atomic charge list, values in e, 6 entries: atom 1 (N): -0.73, atom 2 (C): 0.70, atom 3 (N): -0.86, atom 4 (N): -0.70, atom 5 (H): 0.43, atom 6 (H): 0.43

---

A molecular structure, C41H86Cu2N6O22 at a distorted geometry. Source: the OMol25 dataset; level of theory: wB97M-V/def2-TZVPD.

XYZ file:
```
157
Properties=species:S:1:pos:R:3
Cu -2.700 14.574 13.158
Cu 0.425 15.914 21.584
C -2.324 20.060 10.150
C -2.337 20.926 11.430
N -3.601 20.724 12.140
C -4.819 21.355 11.953
C -5.757 20.595 12.597
N -5.093 19.521 13.212
C -3.821 19.693 13.012
C -5.726 18.381 13.930
H -1.426 20.356 9.608
H -3.009 20.478 9.413
H -2.623 19.014 10.202
H -2.222 21.964 11.119
H -1.606 20.496 12.115
H -4.892 22.232 11.327
H -6.822 20.756 12.524
H -3.045 19.054 13.407
H -6.794 18.251 13.760
H -5.640 18.561 15.002
H -5.190 17.519 13.531
N -0.055 16.625 12.945
O -0.666 17.474 12.311
O 1.094 16.851 13.411
O -0.632 15.547 12.915
C -0.948 14.617 17.242
C -1.206 15.492 18.296
C -2.129 16.643 18.104
O -2.692 17.350 19.019
C -2.811 16.865 16.934
C -2.642 16.040 15.724
C -1.563 14.839 15.912
O -1.390 14.072 14.988
O -3.160 16.132 14.627
O -0.544 15.238 19.360
H -0.227 13.812 17.250
H -3.624 17.570 16.838
C -8.181 20.657 17.872
C -7.469 21.993 18.302
O -6.015 21.972 18.235
C -5.224 21.439 17.301
O -5.573 20.730 16.340
O -3.925 21.618 17.609
C -2.946 20.706 17.056
H -8.060 20.399 16.820
H -9.236 20.847 18.069
H -7.950 19.812 18.521
H -7.548 22.097 19.384
H -7.853 22.872 17.783
H -1.958 21.158 17.142
H -3.007 20.436 16.002
H -2.923 19.775 17.622
C 0.445 10.853 18.658
C 0.622 12.179 19.380
O 1.441 11.879 20.492
C 1.797 12.767 21.455
O 1.348 13.926 21.530
O 2.688 12.144 22.286
C 3.395 12.905 23.289
H 0.178 10.964 17.607
H -0.391 10.317 19.108
H 1.333 10.234 18.784
H -0.306 12.563 19.803
H 1.027 12.994 18.780
H 4.157 12.367 23.852
H 2.790 13.522 23.953
H 4.080 13.529 22.714
C -10.887 14.523 21.423
O -10.836 13.476 20.463
C -9.650 13.468 19.683
C -9.675 14.419 18.476
N -9.848 15.864 18.812
C -8.717 16.445 19.599
C -7.421 16.711 18.940
O -6.806 15.510 18.773
C -5.631 15.541 17.913
H -10.883 15.545 21.043
H -10.040 14.459 22.105
H -11.910 14.333 21.748
H -9.820 12.422 19.430
H -8.769 13.387 20.320
H -10.589 14.208 17.921
H -8.791 14.205 17.876
H -9.802 16.352 17.929
H -8.553 15.682 20.360
H -9.039 17.252 20.258
H -6.948 17.460 19.575
H -7.416 17.202 17.966
H -4.999 16.413 18.082
H -6.200 15.692 16.996
H -5.027 14.641 17.801
C -5.532 13.608 14.654
O -4.203 13.356 14.173
C -4.029 11.919 14.053
C -2.523 11.626 13.872
N -1.764 12.467 12.924
C -2.032 12.056 11.590
C -1.445 13.032 10.655
O -2.040 14.330 10.882
C -1.703 15.224 9.835
H -6.230 13.215 13.915
H -5.546 14.687 14.814
H -5.688 13.027 15.563
H -4.582 11.551 13.188
H -4.294 11.280 14.895
H -2.389 10.555 13.722
H -1.980 11.784 14.803
H -0.837 12.129 13.138
H -3.109 12.049 11.420
H -1.576 11.111 11.293
H -1.604 12.763 9.610
H -0.370 13.035 10.834
H -0.618 15.290 9.756
H -2.044 16.214 10.139
H -2.140 15.125 8.841
C -1.991 13.436 21.901
O -1.603 14.755 22.380
C -2.683 15.716 22.387
C -2.091 17.081 22.805
N -1.147 17.485 21.759
C -0.458 18.742 22.035
C 0.160 19.182 20.681
O 0.871 18.098 20.174
C 1.191 18.236 18.769
H -1.087 12.829 21.950
H -2.474 13.500 20.925
H -2.654 13.006 22.651
H -3.476 15.313 23.016
H -3.048 15.733 21.360
H -1.957 17.189 23.882
H -2.976 17.692 22.625
H -1.663 17.726 20.925
H 0.358 18.639 22.751
H -1.014 19.616 22.376
H 0.868 19.999 20.824
H -0.646 19.455 20.000
H 1.937 18.987 18.511
H 0.227 18.339 18.271
H 1.641 17.318 18.390
C 3.482 15.071 18.225
O 4.164 14.922 19.468
H 4.079 14.724 17.381
H 2.468 14.673 18.240
H 3.290 16.128 18.037
H 3.598 15.394 20.083
C -4.860 19.541 21.331
O -3.425 19.578 21.032
H -5.497 18.953 20.670
H -4.957 19.139 22.340
H -5.340 20.513 21.444
H -3.270 18.851 20.424
C 1.973 13.075 13.202
O 0.999 12.661 14.171
H 1.544 13.961 12.735
H 2.953 13.198 13.664
H 1.879 12.303 12.438
H 0.646 13.410 14.657
```

Summary:
HOMO energy (alpha / beta) = -7.45 / -9.34 eV
lowest unoccupied orbital energy (alpha / beta) = -0.080 / -0.169 Eh
energy = -187154.6086 eV
HOMO-LUMO gap (alpha / beta) = 5.28 / 4.75 eV
maximum force = 7.80 eV Å⁻¹
spin multiplicity = 4
⟨S²⟩ = 3.79
total charge = +1

Löwdin atomic charge list, values in e, 6 entries: atom 1 (Cu): 0.83, atom 2 (Cu): 0.48, atom 3 (C): -0.06, atom 4 (C): -0.14, atom 5 (N): -0.05, atom 6 (C): 0.00

---

A molecular structure, C38H39N8NaOS3 at a distorted geometry. Source: the OMol25 dataset; level of theory: wB97M-V/def2-TZVPD.

XYZ file:
```
90
Properties=species:S:1:pos:R:3
Na 0.092 -0.293 -0.231
C -1.882 1.510 -3.856
C -0.780 1.003 -2.943
N -0.859 1.111 -1.656
N -2.015 1.797 -1.242
C -2.362 1.730 0.004
S -1.774 0.921 1.391
S -3.816 2.837 0.283
C -2.966 4.440 0.145
C -3.173 5.204 -1.147
C -3.132 6.597 -1.138
C -3.271 7.329 -2.311
C -3.453 6.672 -3.520
C -3.493 5.283 -3.539
C -3.357 4.555 -2.365
C 0.357 0.332 -3.615
C 0.562 0.613 -4.976
C 1.523 -0.006 -5.752
C 2.315 -0.997 -5.155
C 2.154 -1.312 -3.830
C 1.206 -0.650 -2.975
O 1.136 -0.964 -1.751
H -2.794 1.657 -3.290
H -2.047 0.796 -4.665
H -1.605 2.469 -4.304
H -1.903 4.230 0.272
H -3.278 5.056 0.989
H -2.988 7.114 -0.194
H -3.236 8.412 -2.279
H -3.558 7.238 -4.439
H -3.625 4.759 -4.480
H -3.369 3.471 -2.371
H -0.057 1.368 -5.449
H 1.650 0.262 -6.793
H 3.063 -1.519 -5.745
H 2.766 -2.071 -3.355
C -0.529 -4.024 0.378
N -1.061 -2.790 0.933
C -0.282 -2.391 2.103
C -2.488 -2.884 1.225
C -3.460 -2.030 0.415
C -4.605 -1.614 1.098
C -5.584 -0.839 0.504
C -5.425 -0.429 -0.813
C -4.294 -0.825 -1.505
C -3.327 -1.651 -0.925
H -0.486 -4.826 1.134
H 0.481 -3.849 0.000
H -1.150 -4.362 -0.451
H -0.350 -3.137 2.915
H -0.633 -1.429 2.476
H 0.768 -2.278 1.831
H -2.651 -2.615 2.271
H -2.815 -3.927 1.127
H -4.696 -1.870 2.148
H -6.440 -0.510 1.081
H -6.147 0.227 -1.282
H -4.115 -0.441 -2.503
N 5.069 -0.198 5.413
C 6.239 -0.550 6.043
C 6.696 -0.386 7.336
C 7.973 -0.881 7.645
C 8.738 -1.513 6.669
C 8.272 -1.678 5.362
C 7.002 -1.195 5.030
N 6.326 -1.230 3.847
C 5.141 -0.618 4.074
C 4.098 -0.404 3.160
C 4.180 -0.850 1.803
C 3.145 -0.607 0.938
N 1.995 0.042 1.266
C 1.910 0.459 2.546
C 2.882 0.273 3.498
H 4.294 0.285 5.825
H 6.091 0.108 8.089
H 8.364 -0.771 8.651
H 9.723 -1.887 6.933
H 8.874 -2.171 4.608
H 5.066 -1.378 1.476
H 3.195 -0.947 -0.094
H 0.985 0.972 2.806
H 2.702 0.651 4.500
N -3.745 -3.125 -3.711
C -2.467 -3.182 -3.125
N -2.014 -4.504 -2.976
S -1.885 -2.030 -1.914
H -4.474 -3.446 -3.073
H -3.968 -2.178 -3.984
H -2.097 -4.996 -3.858
H -1.051 -4.525 -2.660
```

Summary:
HOMO energy (alpha / beta) = -2.07 / 0.23 eV
lowest unoccupied orbital energy (alpha / beta) = 0.137 / 0.137 Eh
energy = -90930.7044 eV
HOMO-LUMO gap (alpha / beta) = 5.80 / 3.49 eV
maximum force = 1.80 eV Å⁻¹
total charge = -2

natural (NBO) atomic charge list, values in e, 6 entries: atom 1 (Na): 0.85, atom 2 (C): -0.70, atom 3 (C): 0.32, atom 4 (N): -0.36, atom 5 (N): -0.47, atom 6 (C): -0.03

---

A molecular structure, C3H4IrLiO4 at a distorted geometry. Source: the OMol25 dataset; level of theory: wB97M-V/def2-TZVPD.

XYZ file:
```
13
Properties=species:S:1:pos:R:3
O -0.170 -0.528 0.514
C -1.512 -0.159 0.731
C 0.579 -0.075 -0.452
O -2.272 -1.033 0.314
O -1.728 0.876 1.356
C 2.025 -0.167 -0.329
Ir -3.644 -1.717 -0.454
H 2.402 -0.968 -0.976
H 2.263 -0.429 0.712
Li -1.059 1.777 2.877
O 0.214 0.850 -1.265
H 0.627 0.721 -2.159
H 2.276 0.852 -0.868
```

Summary:
HOMO energy (alpha / beta) = -28.12 / -28.12 eV
lowest unoccupied orbital energy (alpha / beta) = -0.773 / -0.880 Eh
relative energy (zero: lowest compared OMol25 entry of this formula, charge and spin) = 0.00 kJ/mol
energy = -14347.9192 eV
HOMO-LUMO gap (alpha / beta) = 7.08 / 4.16 eV
maximum force = 10.80 eV Å⁻¹
spin multiplicity = 5
⟨S²⟩ = 6.01
total charge = +4

natural (NBO) atomic charge list, values in e, 6 entries: atom 1 (O): -0.42, atom 2 (C): 1.00, atom 3 (C): 0.90, atom 4 (O): -0.50, atom 5 (O): -0.44, atom 6 (C): -0.74